Record 1
The following is a quantum chemistry calculation of a 2-piece molecular cluster, C34H32N2O7S2 overall at a distorted geometry, from the OMol25 dataset.

Results
LUMO level: -0.07815 Eh
DFT total energy: -74753.0731 eV
highest occupied orbital energy: -5.087 eV
Kohn-Sham gap: 0.1088 Ha

The geometry in XYZ format:
```
77
Properties=species:S:1:pos:R:3:forces:R:3:lowdin_charge:R:1
S -2.501 2.583 -0.202 0.462 2.143 0.561 0.670
S -1.213 5.026 1.162 -0.410 -2.213 -0.121 0.678
O -2.410 5.638 0.624 0.466 0.054 0.252 -0.314
O -3.853 2.750 0.302 0.393 -0.428 -0.353 -0.349
O -0.294 0.087 4.799 -0.665 -1.916 -0.487 0.035
O 5.295 1.195 3.748 -0.580 -0.107 0.529 -0.079
O -0.214 2.650 1.276 3.302 -2.115 0.003 -0.212
O -2.022 1.280 -0.624 -0.029 -0.190 0.298 -0.346
O 0.106 5.462 0.763 -0.244 0.266 0.111 -0.312
N 1.114 -2.476 4.016 -1.064 -0.891 0.281 0.074
N -0.854 -3.394 4.153 0.494 -0.065 -0.371 -0.042
C -0.050 1.229 1.646 -0.583 1.772 -0.408 -0.019
C -6.218 0.578 5.769 -0.058 -0.101 -0.295 -0.077
C -2.538 5.004 3.539 0.075 0.168 0.468 -0.060
C 1.280 -3.858 3.853 0.056 0.906 0.005 0.020
C 2.281 -0.546 4.941 0.169 0.039 0.311 -0.004
C -1.227 3.635 -2.419 -0.180 0.195 0.033 -0.062
C -2.244 -3.643 4.487 -0.774 -0.421 0.094 0.004
C -1.285 5.108 2.940 0.137 -0.080 0.129 -0.284
C -3.436 4.532 -1.961 0.153 -0.101 -0.093 -0.073
C -1.111 4.497 -3.512 -0.121 -0.136 0.117 -0.084
C -1.454 4.919 5.708 0.141 0.282 -0.170 -0.102
C 4.298 0.277 3.896 -0.457 0.187 0.125 -0.250
C -0.216 -2.208 4.183 1.048 -1.273 -0.124 -0.066
C -2.164 5.354 -3.848 -0.014 -0.094 0.142 -0.094
C -0.113 5.106 3.691 -0.278 0.185 0.180 -0.058
C -7.007 -0.294 5.004 0.487 0.028 0.152 -0.079
C -4.916 0.885 5.374 0.379 -0.150 -0.629 -0.021
C -2.391 3.657 -1.648 -0.263 -0.002 -0.308 -0.287
C 5.265 2.337 4.644 0.034 -0.415 -0.357 -0.052
C -0.871 -0.899 4.283 -0.055 3.573 -0.184 -0.310
C 0.054 -4.408 3.884 -0.559 0.272 0.310 0.000
C -6.457 -0.909 3.872 0.255 0.095 -0.035 -0.077
C 4.225 -0.779 2.949 0.155 0.481 0.648 0.017
C -2.926 0.399 3.968 0.268 -0.279 0.545 0.048
C -2.620 4.946 4.931 0.091 -0.171 -0.211 -0.092
C 3.328 0.365 4.925 0.504 -0.095 -0.637 0.013
C 2.187 -1.557 3.989 1.151 0.747 0.157 -0.203
C -4.353 0.265 4.234 -1.209 -0.359 -0.474 -0.203
C -2.203 -0.732 3.714 0.700 -0.495 -0.126 -0.037
C 3.202 -1.712 3.037 -0.051 0.322 -0.189 -0.012
C -3.325 5.372 -3.069 0.171 -0.188 0.078 -0.081
C -1.367 3.248 1.026 -3.040 0.592 -0.521 -0.501
C -5.134 -0.661 3.501 -0.150 0.368 0.412 -0.029
C -0.208 5.055 5.085 -0.172 -0.267 0.058 -0.091
H 0.850 5.126 3.185 -0.225 0.165 0.075 0.112
H 1.038 1.091 1.638 -0.301 -0.061 0.038 0.089
H -2.440 1.346 4.223 0.044 -0.491 0.353 0.137
H -2.623 -2.897 5.192 0.205 -0.117 -0.243 0.113
H -4.686 -1.167 2.640 -0.326 0.265 0.231 0.117
H -0.455 1.052 2.651 0.030 0.202 -0.158 0.054
H 6.128 2.930 4.342 -0.173 -0.010 0.122 0.094
H -3.600 4.920 5.406 0.209 -0.137 -0.055 0.097
H -4.281 1.568 5.947 -0.361 -0.177 -0.123 0.118
H 0.700 5.117 5.685 -0.207 -0.178 -0.103 0.096
H -2.079 6.007 -4.718 -0.003 -0.154 0.265 0.097
H -2.616 -1.575 3.160 -0.307 0.225 0.588 0.096
H -6.619 1.027 6.677 0.045 -0.071 -0.241 0.105
H -0.418 2.959 -2.143 -0.164 0.161 -0.106 0.118
H -0.191 4.487 -4.099 -0.294 0.040 0.113 0.100
H 2.257 -4.318 3.801 -0.181 0.221 -0.196 0.142
H 3.374 1.153 5.686 -0.086 -0.472 -0.450 0.113
H -7.059 -1.595 3.276 0.121 0.171 0.165 0.105
H 5.370 2.023 5.694 0.027 0.070 -0.369 0.094
H -2.310 -4.628 4.957 0.082 0.188 -0.070 0.104
H -1.520 4.800 6.795 0.037 0.216 -0.431 0.097
H -8.029 -0.530 5.311 0.331 0.150 -0.124 0.105
H 4.979 -0.819 2.162 -0.241 -0.091 0.278 0.126
H -2.878 -3.650 3.594 0.159 0.048 0.178 0.104
H 4.336 2.917 4.517 0.332 -0.245 -0.023 0.103
H 3.171 -2.538 2.329 -0.078 0.228 0.026 0.117
H 1.524 -0.437 5.709 0.221 -0.167 -0.165 0.114
H -4.326 4.557 -1.334 0.276 -0.074 -0.106 0.111
H -0.551 0.611 0.893 0.190 0.007 0.261 0.068
H -3.424 4.936 2.911 0.165 0.141 0.119 0.120
H -0.272 -5.422 3.728 0.043 -0.022 0.240 0.136
H -4.154 6.041 -3.309 0.295 -0.156 0.009 0.102
```
Forces are in eV/Å.

Record 2
The following is a quantum chemistry calculation of C34H33BiN10SSe3SiTe as an isolated structure at a distorted geometry, from the OMol25 dataset.

Results
LUMO level: -0.00828 Eh
DFT total energy: -278579.5748 eV
ΔE to the lowest compared entry with this formula, charge and spin: 0.000 eV
highest occupied orbital energy: -7.019 eV
Kohn-Sham gap: 0.2497 Ha

The geometry in XYZ format:
```
84
Properties=species:S:1:pos:R:3:forces:R:3:lowdin_charge:R:1
Bi 2.070 1.359 0.062 0.192 0.979 -0.703 0.842
Te 5.175 3.385 1.251 0.376 0.077 -0.544 0.229
Se 1.802 2.858 2.373 0.264 0.441 -0.695 -0.134
Se 3.212 4.745 1.890 -0.439 -0.660 0.201 -0.187
Se 4.328 2.845 -1.080 -0.798 -0.737 1.087 -0.234
S 0.014 -0.401 3.539 0.036 -0.116 0.191 0.665
Si 0.654 2.236 -2.265 0.738 -0.501 0.609 0.419
N -3.707 -0.847 2.069 1.810 -0.042 -1.471 0.075
N -1.363 4.487 1.261 0.548 0.185 1.081 0.116
N 0.610 -1.951 0.305 -0.788 1.622 0.403 0.191
N -2.067 -0.549 5.233 0.026 -0.463 0.349 0.080
N 4.930 -3.535 0.835 -0.112 -0.217 0.333 0.089
N -2.099 -7.087 -3.614 0.509 0.288 -0.696 0.067
N -1.531 0.122 0.374 -0.965 -0.233 0.493 0.154
N -1.336 2.266 3.355 -0.174 1.472 -0.799 0.063
N -1.922 1.359 4.156 -0.400 0.755 1.418 -0.067
N 3.402 -1.487 -0.214 0.243 0.180 0.002 0.084
C -2.655 -6.764 -2.467 -0.495 0.150 1.008 -0.154
C -0.703 -2.146 0.149 -0.584 -1.256 0.035 -0.198
C 2.456 -1.083 -3.972 0.739 -1.027 -0.519 -0.096
C -1.325 0.126 4.319 -0.375 1.027 -0.374 -0.928
C -0.373 5.574 3.194 0.126 0.016 -1.359 -0.039
C 2.150 0.178 -3.519 0.300 1.615 0.243 -0.141
C -0.946 -6.483 -3.891 -0.500 -0.630 0.312 -0.118
C 0.311 6.455 2.323 -0.710 0.084 1.655 -0.122
C 0.876 0.540 -3.041 0.470 -1.022 -0.557 -0.343
C -0.880 -5.309 -1.821 -1.843 -0.262 1.369 -0.177
C -1.132 4.542 2.616 -0.174 0.554 -0.876 -0.272
C -2.130 -5.906 -1.520 1.462 0.350 -1.098 0.008
C 0.128 6.359 0.974 -1.723 -1.689 0.214 -0.087
C 1.465 -2.841 -0.135 -1.486 -1.544 -1.029 -0.230
C 4.697 -1.315 0.072 -1.505 1.209 -1.099 -0.129
C -1.725 -1.160 0.656 0.312 -1.221 0.747 -0.241
C -3.514 0.442 1.736 -0.783 -0.237 0.416 -0.136
C -2.793 -1.650 1.480 0.233 0.301 -0.148 -0.081
C 0.134 -1.729 -3.684 0.652 -0.212 0.584 -0.078
C -1.213 -3.326 -0.424 -0.343 1.044 0.174 0.039
C 5.438 -2.323 0.548 1.525 -1.600 1.059 -0.123
C -0.320 -5.620 -3.011 1.290 -0.097 -1.326 -0.029
C -0.328 -4.246 -0.973 -0.538 0.661 0.409 -0.160
C 3.633 -3.710 0.651 0.405 0.911 -0.729 -0.053
C 2.890 -2.657 0.066 0.157 -0.620 0.896 -0.235
C -0.763 5.394 0.473 0.113 -0.671 1.347 -0.118
C -2.800 3.786 4.504 0.259 1.840 -0.425 -0.035
C -0.100 -0.463 -3.148 -0.970 0.586 -0.068 -0.114
C -1.768 3.476 3.477 1.120 -0.979 -0.109 -0.275
C 1.014 -3.992 -0.799 0.460 -0.350 -0.330 0.041
C -2.474 0.902 0.896 -0.774 0.532 0.704 -0.122
C 1.533 3.569 -3.252 -0.966 0.253 -0.620 -0.236
C -1.120 2.662 -2.117 -1.862 -0.040 -0.452 -0.235
C 1.476 -2.075 -3.981 -1.689 1.242 -0.323 -0.090
H 0.880 7.282 2.764 -0.045 -0.459 -0.294 0.118
H -0.546 -6.751 -4.846 0.507 0.108 -0.412 0.103
H -0.279 5.731 4.257 -0.015 -0.343 0.132 0.115
H -3.608 -7.202 -2.277 -0.622 -0.402 0.159 0.099
H 6.496 -2.192 0.776 -0.211 -0.035 -0.166 0.114
H -3.065 -0.555 5.083 -0.031 0.019 0.049 0.100
H -4.302 1.053 2.228 1.003 0.321 -0.775 0.112
H 3.155 -4.656 0.918 0.292 0.243 -0.041 0.124
H -1.771 1.776 -1.949 0.517 0.353 -0.138 0.017
H 1.697 -4.690 -1.262 0.353 0.065 0.164 0.126
H 3.458 -1.319 -4.404 -0.874 0.295 0.610 0.120
H 2.900 0.995 -3.575 -0.218 -0.772 0.097 0.094
H -3.687 3.241 4.250 -0.755 -0.211 0.196 0.081
H -2.651 -5.664 -0.627 -0.380 0.006 0.600 0.101
H -1.390 3.333 -1.295 0.262 0.035 -0.190 -0.009
H 2.187 4.067 -2.573 0.797 0.483 0.249 -0.051
H -2.494 3.639 5.527 0.215 -0.635 0.441 0.087
H -1.659 -1.430 5.420 0.029 -1.011 0.280 0.068
H -1.124 -0.166 -2.896 0.231 -0.355 0.037 0.091
H 0.508 7.049 0.319 1.193 1.498 -1.432 0.080
H 0.624 -5.160 -3.267 0.047 0.022 -0.249 0.106
H -2.309 -3.409 -0.524 0.766 -0.112 -0.077 0.127
H -2.991 4.857 4.491 -0.405 0.067 -0.244 0.089
H -0.720 -2.437 -3.819 0.972 0.573 0.146 0.115
H -2.892 -2.725 1.690 0.226 0.521 -0.142 0.117
H 0.812 4.337 -3.620 0.287 -0.591 0.296 0.041
H -1.461 3.122 -3.090 0.301 -0.330 0.906 0.057
H -2.393 1.962 0.705 0.017 0.187 -0.040 0.082
H -2.441 1.747 4.997 0.886 -1.066 -1.355 0.145
H 5.049 -0.329 -0.170 0.542 0.269 0.108 0.079
H 1.635 -3.022 -4.425 0.509 -0.917 -0.240 0.077
H 2.069 3.212 -4.137 0.099 -0.055 0.299 0.034
H -1.000 5.293 -0.582 0.134 0.280 0.038 0.095
```
Forces are in eV/Å.

Record 3
The following is a quantum chemistry calculation of C34H33ClCoN3OTe as an isolated structure at a distorted geometry, from the OMol25 dataset.

Results
LUMO level (spin up / spin down): 0.05840 / 0.05798 Eh
DFT total energy: -99755.7170 eV
ΔE to the lowest compared entry with this formula, charge and spin: 0.913 eV
net charge: -1
highest occupied orbital energy (spin up / spin down): -3.187 / -3.204 eV
multiplicity: 2
Kohn-Sham gap (spin up / spin down): 0.1755 / 0.1757 Ha

The geometry in XYZ format:
```
74
Properties=species:S:1:pos:R:3:forces:R:3:lowdin_charge:R:1
Te 0.635 -2.788 -0.459 0.099 -0.607 0.093 0.963
Co -0.003 0.104 -0.138 -0.586 -0.280 -0.067 0.287
Cl 4.150 0.186 5.779 0.170 0.021 0.159 0.607
O 0.044 -0.225 1.644 0.353 0.305 2.499 -0.184
N 2.010 -0.080 -0.200 0.728 0.509 2.125 -0.029
N 0.119 0.231 -1.980 -0.852 0.243 -2.037 0.022
N -2.567 -0.037 0.153 -0.342 0.104 -0.195 -0.268
C 0.623 0.207 -4.749 -0.649 0.092 0.494 -0.003
C -0.516 -5.579 -1.139 -0.133 -0.012 -0.133 -0.344
C 2.820 0.009 0.833 -0.691 -0.039 -1.651 -0.045
C -0.124 -9.141 0.101 -0.039 0.066 -0.028 -0.071
C 3.737 -0.323 -1.953 -1.282 0.228 1.031 -0.009
C 0.033 4.330 0.188 0.242 0.169 -0.031 -0.123
C -3.348 -1.000 -0.606 -0.050 -0.139 0.057 -0.106
C 0.096 -4.840 -0.125 0.017 0.490 -0.276 -0.527
C -0.546 1.978 -0.019 0.161 -0.396 0.201 -0.112
C 0.523 -5.512 1.024 0.054 0.259 0.186 -0.339
C 1.687 0.036 -3.839 -0.302 0.014 0.265 -0.153
C 2.949 0.051 4.522 0.655 0.062 -0.363 -0.690
C -0.856 0.426 -2.883 0.801 -0.147 1.565 -0.067
C 3.332 0.111 3.206 -0.139 -0.050 0.210 -0.070
C -0.602 -6.959 -1.038 0.035 -0.104 0.130 -0.045
C 2.382 0.000 2.174 -0.528 0.024 0.514 -0.126
C 0.426 -6.893 1.100 -0.048 -0.176 -0.107 -0.039
C -2.260 3.684 0.159 -0.134 -0.030 0.009 -0.079
C 1.618 -0.132 4.880 -0.624 -0.050 -0.662 -0.108
C -1.304 4.678 0.239 -0.101 0.236 0.019 -0.127
C -1.892 2.351 0.032 0.091 0.087 0.032 -0.231
C -0.104 -7.640 0.060 -0.014 -0.023 0.011 -0.298
C -2.990 1.329 -0.145 0.093 0.038 -0.037 -0.188
C 1.114 -4.754 2.173 0.102 -0.071 0.059 -0.122
C 0.400 3.000 0.060 -0.145 0.139 -0.016 -0.106
C -0.651 0.402 -4.250 0.814 -0.101 -1.073 -0.043
C 1.382 0.045 -2.452 0.293 0.110 -0.570 -0.164
C 2.422 -0.120 -1.496 1.688 -0.183 -1.196 -0.254
C -2.757 -0.304 1.571 0.061 0.015 0.120 -0.106
C 3.017 -0.157 -4.244 0.662 -0.163 0.245 -0.042
C 0.668 -0.219 3.886 0.095 -0.053 0.981 0.004
C -1.063 -4.930 -2.374 -0.086 0.078 -0.004 -0.123
C 4.013 -0.344 -3.304 -0.261 0.086 -1.272 -0.085
C 0.990 -0.139 2.515 -0.389 -0.102 -1.385 -0.308
H 2.049 -4.280 1.869 -0.004 0.101 0.058 0.049
H -1.494 0.541 -4.914 0.017 0.012 0.030 0.104
H -3.312 3.945 0.187 -0.131 0.054 0.042 0.099
H 0.475 -9.550 -0.714 0.029 -0.100 -0.018 0.072
H 0.442 -3.958 2.495 0.045 0.099 -0.009 0.060
H -3.275 -0.802 -1.675 0.046 -0.023 -0.020 0.068
H -2.967 -2.003 -0.415 0.050 -0.020 -0.023 0.075
H -4.415 -0.970 -0.322 0.024 0.006 -0.046 0.085
H 1.346 -0.202 5.921 -0.060 0.013 0.093 0.099
H -3.320 1.384 -1.190 -0.066 -0.148 0.042 0.110
H 4.537 -0.483 -1.248 0.024 -0.071 0.115 0.103
H 0.281 -9.508 1.040 0.016 -0.089 0.080 0.064
H -1.838 0.620 -2.488 -0.052 -0.048 0.172 0.090
H 3.895 0.102 0.676 0.044 -0.024 -0.050 0.124
H -0.351 -5.026 -3.194 0.035 0.094 -0.133 0.077
H -3.824 -0.237 1.847 0.005 -0.015 -0.071 0.086
H -1.048 -7.516 -1.853 -0.076 -0.090 -0.110 0.110
H -2.190 0.419 2.151 0.015 0.002 0.054 0.081
H 1.310 -5.414 3.017 0.018 -0.096 0.095 0.063
H -1.601 5.714 0.338 -0.005 0.049 0.011 0.086
H 0.792 5.100 0.242 0.071 0.071 0.024 0.087
H -1.139 -9.520 -0.013 -0.073 -0.114 0.012 0.070
H 3.247 -0.172 -5.300 0.014 -0.022 -0.061 0.104
H 5.028 -0.521 -3.637 0.021 0.024 -0.005 0.102
H 0.811 0.182 -5.813 0.026 0.002 -0.059 0.111
H 4.376 0.235 2.950 0.067 -0.008 0.018 0.107
H -3.864 1.609 0.469 -0.003 -0.039 -0.099 0.119
H 0.792 -7.403 1.982 0.045 -0.037 0.119 0.102
H -0.371 -0.355 4.150 -0.099 -0.014 -0.062 0.112
H 1.454 2.759 0.008 0.148 -0.076 0.041 0.084
H -1.235 -3.869 -2.203 -0.002 -0.024 -0.091 -0.010
H -2.384 -1.299 1.806 0.063 -0.005 0.035 0.087
H -1.999 -5.403 -2.671 -0.071 -0.113 -0.088 0.067
```
Forces are in eV/Å.